Entry 1:
{
  "formula": "C5H7N3O3",
  "method": "ωB97M-V/def2-TZVPD",
  "elements": ["C", "C", "C", "C", "C", "N", "N", "N", "O", "O", "O", "H", "H", "H", "H", "H", "H", "H"],
  "coordinates": [[1.531, 1.591, 0.630], [0.433, 1.445, 1.374], [-0.421, -1.143, -3.221], [0.529, -0.167, -0.183], [-1.402, -0.372, 1.371], [1.606, 0.639, -0.265], [-0.152, 0.293, 0.924], [1.022, -1.493, -3.077], [-1.321, -1.819, -2.909], [1.253, -2.633, -2.910], [1.779, -0.506, -3.119], [2.331, 2.325, 0.833], [0.090, 1.874, 2.266], [-0.478, -0.122, -3.559], [-2.334, 0.255, 1.059], [-1.404, -1.278, 0.815], [-1.388, -0.453, 2.504], [2.350, 0.736, -0.956]],
  "mulliken_charge": [-0.4909, -0.3415, -0.0054, -0.5710, -0.8438, 0.0504, 0.3256, 0.9877, -0.3272, -0.5169, -0.5444, 0.3267, 0.4192, 0.4037, 0.2620, 0.3196, 0.2981, 0.2481],
  "total_energy_ev": -15905.857,
  "e_homo_ev": -8.6506,
  "homo_lumo_gap_ev": 7.875,
  "multiplicity": 1,
  "relative_energy_ev": 5.586
}

Entry 2:
{
  "formula": "C5H7N3O5",
  "method": "ωB97M-V/def2-TZVPD",
  "elements": ["C", "C", "C", "C", "C", "N", "N", "N", "O", "O", "O", "O", "O", "H", "H", "H", "H", "H", "H", "H"],
  "coordinates": [[1.842, 1.861, 0.725], [0.644, 1.016, 0.861], [-1.472, -0.677, 0.553], [-1.003, -1.893, 1.280], [-0.705, -0.320, -0.784], [1.481, 0.893, -1.211], [0.584, 0.348, -0.347], [2.326, 1.627, -0.485], [3.295, 2.149, -0.976], [-0.123, 0.838, 1.806], [-2.542, -0.119, 0.675], [-1.547, 0.486, -1.453], [-0.355, -1.497, -1.463], [2.083, 2.551, 1.493], [-0.156, -1.574, 2.014], [-0.910, -2.661, 0.578], [-1.693, -2.219, 2.087], [1.691, 0.322, -2.026], [-2.487, 0.393, -1.163], [-0.954, -1.525, -2.164]],
  "mulliken_charge": [-0.5363, 0.3823, 1.0654, -1.1905, 0.3703, -0.5253, 0.5242, 0.7017, -0.7643, -0.6541, -0.6609, -0.6062, -0.5376, 0.4736, 0.2837, 0.3164, 0.3453, 0.2395, 0.4060, 0.3667],
  "total_energy_ev": -20001.703,
  "e_homo_ev": -9.4876,
  "homo_lumo_gap_ev": 9.822,
  "multiplicity": 1,
  "relative_energy_ev": 2.050
}

Entry 3:
{
  "formula": "C5H7N3OS",
  "method": "ωB97M-V/def2-TZVPD",
  "elements": ["C", "C", "C", "C", "C", "N", "N", "N", "O", "S", "H", "H", "H", "H", "H", "H", "H"],
  "coordinates": [[-2.349, -1.449, 0.638], [-3.347, 0.337, -0.013], [1.123, 0.807, -0.898], [1.733, -0.297, -0.257], [2.993, -0.442, 0.369], [-3.533, -0.906, 0.397], [-1.363, -0.583, 0.470], [-1.996, 0.517, 0.054], [3.849, 0.454, 0.842], [-1.278, 1.948, -0.266], [-2.313, -2.480, 0.877], [-3.979, 1.021, -0.297], [1.741, 1.817, -0.894], [0.390, 0.641, -1.617], [1.292, -1.340, -0.564], [3.449, -1.398, 0.425], [3.588, 1.352, 0.735]],
  "mulliken_charge": [-0.1489, -0.0544, -0.9704, 0.1739, 0.0175, -0.6333, -0.4950, 0.2831, -0.4358, -0.2052, 0.4332, 0.4872, 0.1446, 0.5851, 0.1681, 0.3480, 0.3023],
  "total_energy_ev": -22646.722,
  "e_homo_ev": [-7.4927, -7.9509],
  "homo_lumo_gap_ev": [5.614, 6.797],
  "multiplicity": 1,
  "relative_energy_ev": 4.941
}

Entry 4:
{
  "formula": "C5H7N4O2S",
  "method": "ωB97M-V/def2-TZVPD",
  "elements": ["C", "C", "C", "C", "C", "N", "N", "N", "N", "O", "O", "S", "H", "H", "H", "H", "H", "H", "H"],
  "coordinates": [[-0.798, -1.818, -1.488], [-0.583, 1.406, -1.383], [1.024, 0.634, 1.749], [-1.933, -0.704, -1.565], [0.145, -0.293, 0.075], [-1.377, 0.618, -2.004], [0.149, -1.491, -0.618], [1.378, 0.152, 0.570], [1.628, 1.215, 2.775], [-0.791, -2.806, -2.164], [0.051, 2.388, -1.453], [-0.606, -0.051, 1.745], [-2.606, -1.132, -2.382], [-2.468, -0.370, -0.582], [-1.798, 0.722, -2.900], [0.790, -2.242, -0.457], [2.346, 0.051, 0.276], [2.472, 1.790, 2.579], [1.346, 1.282, 3.728]],
  "mulliken_spin": [0.0007, 0.5613, 0.1880, 0.0337, 0.6191, 0.0167, 0.0481, -0.0310, 0.1129, 0.0203, 0.3111, 0.0653, -0.0125, 0.0045, 0.0476, 0.0182, -0.0007, -0.0009, -0.0026],
  "total_energy_ev": -26177.421,
  "e_homo_ev": [-9.7914, -13.7056],
  "homo_lumo_gap_ev": [5.900, 7.577],
  "s2": 2.012,
  "multiplicity": 3,
  "charge": 1
}